(1)
This record from OMol25 describes a single C5H8O molecule. The level of theory is wB97M-V/def2-TZVPD.

The energy is -270.4739 hartree. The gap between HOMO and LUMO is 10.355 eV. As for the strongest force on any atom: 3.828 eV/Å. The value obtained for the energy above the lowest of the compared OMol25 structures with the same formula, charge and spin is 220.4 kJ/mol. Its HOMO energy is -9.4985 eV. Its structure (SMILES) is C=CCCC=O.

```
14
C5H8O wB97M-V/def2-TZVPD
O 2.47072 -0.92407 -0.03424
C 1.27554 -1.08110 -0.09586
C 0.35716 -0.14025 -0.90260
C -0.22486 1.04607 -0.15304
C -1.41080 1.00392 0.77274
C -2.42128 0.15670 0.49451
H 0.90258 -2.07407 0.17948
H -0.40396 -0.87757 -1.19813
H 0.93630 0.20490 -1.74731
H -0.38831 1.84292 -0.90084
H 0.61287 1.39055 0.44492
H -1.25162 1.12788 1.83787
H -3.06189 -0.13471 1.33862
H -2.94272 0.00411 -0.44481
```

(2)
This record from OMol25 describes a molecular structure, C34H98BF3N6O14Pt. The level of theory is wB97M-V/def2-TZVPD.

The energy is -3179.2708 hartree. Its spin multiplicity is 3. The gap between HOMO and LUMO (alpha / beta) is 7.130 / 7.905 eV. As for the strongest force on any atom: 5.025 eV/Å. Its HOMO energy (alpha / beta) is -7.2106 / -8.0009 eV.

```
157
C34H98BF3N6O14Pt wB97M-V/def2-TZVPD
Pt -2.66315 -0.15381 -2.15287
C 0.46109 0.18615 -0.55554
O 0.53233 -1.25782 -0.30461
O -0.87457 0.43835 -1.02994
C 0.92120 0.94785 0.70417
F 0.21826 0.82673 1.72978
F 2.14975 0.59170 1.13522
F 0.99627 2.29049 0.48299
C 1.74502 -1.79252 -0.94348
C 1.58499 -3.33476 -1.09321
H 2.44748 -3.86205 -1.50088
H 1.23705 -3.80358 -0.17274
H 0.75336 -3.49695 -1.77890
H 2.59782 -1.66977 -0.27583
H 2.01304 -1.47447 -1.95101
H 1.13514 0.40671 -1.38327
B -2.21182 -1.57405 -3.84063
H -2.88222 -0.96671 -4.42878
H -1.66149 -2.19964 -4.52620
H -1.45734 -0.95192 -3.38461
H -2.70659 -2.11389 -3.04814
C 0.68829 5.06152 -1.01450
C -0.82392 4.99360 -0.51814
O -1.62382 5.79062 -1.29740
O 0.84669 3.95905 -1.92983
H 1.46741 5.10043 -0.25322
H 1.00410 5.92872 -1.59445
H -0.79285 5.49429 0.44957
H -1.21120 4.00573 -0.26863
H -1.61006 5.39151 -2.17040
H 0.86144 3.18482 -1.36242
C 5.38461 0.13027 1.03462
O 6.03694 -0.78285 0.17191
H 5.92524 1.07616 1.00151
H 4.37698 0.18618 0.62271
H 5.45214 -0.25904 2.05048
H 6.33093 -0.40406 -0.65977
C 0.90911 5.33924 2.70764
O 1.56055 6.51088 2.27586
H 0.01976 5.47147 3.32381
H 0.72969 4.54499 1.98300
H 1.49575 4.72452 3.39033
H 1.16477 7.28455 2.68380
C 0.99190 -6.07238 -2.84713
O 0.83547 -6.95546 -3.92684
H 1.71865 -5.27752 -3.01488
H 0.02644 -5.67710 -2.53130
H 1.36346 -6.69230 -2.03119
H 0.20022 -6.62058 -4.56394
C 4.30283 -3.67376 2.01228
O 4.51552 -3.91112 0.59931
H 4.20585 -4.60810 2.56520
H 5.06347 -2.98619 2.38209
H 3.39647 -3.12239 2.26250
H 4.76723 -3.08608 0.17793
C 4.15327 -2.35443 -3.31135
C 4.18729 -1.18638 -4.27417
C 2.99807 -0.09373 -4.11266
O 3.09857 1.07647 -4.90653
C 2.00264 1.88160 -4.66072
N 5.42959 -0.51355 -4.45473
H 4.31524 -1.80598 -2.38341
H 5.04746 -2.92798 -3.55544
H 3.24021 -2.94974 -3.30806
H 4.12706 -1.57154 -5.29206
H 3.02184 0.15574 -3.05185
H 2.09224 -0.65909 -4.33159
H 2.12269 2.46578 -3.74835
H 1.05076 1.36400 -4.54191
H 1.91491 2.63619 -5.44239
H 5.58649 -0.01501 -3.59047
H 5.06740 0.21648 -5.05135
C -1.01821 -8.08553 0.10270
C -0.53917 -7.35922 1.32528
C 0.93867 -7.61731 1.66561
O 1.26162 -6.90976 2.91378
C 2.59459 -7.35627 3.28569
N -0.85810 -5.93178 1.17342
H -0.93479 -9.17192 0.13260
H -0.53544 -7.77834 -0.82502
H -2.09667 -7.95261 0.01697
H -1.06418 -7.71413 2.21215
H 1.61200 -7.32040 0.86150
H 1.25405 -8.63530 1.89435
H 3.19931 -6.66115 3.86813
H 3.24811 -7.79844 2.53370
H 2.46659 -8.19146 3.97430
H -0.09721 -5.51939 0.65275
H -0.65546 -5.36615 1.98527
C -5.05793 6.05077 3.78816
C -4.76966 4.87400 2.90079
C -3.20824 4.73383 2.62110
O -2.82283 3.61133 1.98497
C -2.22977 2.60166 2.76139
N -5.33923 3.65945 3.63499
H -6.09428 6.33670 3.60843
H -4.51173 6.98235 3.64012
H -4.94573 5.77609 4.83701
H -5.24815 4.74190 1.93038
H -2.66455 4.95355 3.53991
H -3.06824 5.63912 2.03039
H -2.44912 1.55017 2.57606
H -2.45241 2.78251 3.81297
H -1.16007 2.77401 2.64256
H -4.76690 3.31782 4.39381
H -5.36657 2.91596 2.95191
C 5.07317 3.91842 4.31861
C 4.57244 2.41249 4.47135
C 3.14091 2.24024 3.86921
O 2.10520 2.58627 4.85924
C 0.93016 1.82511 4.94094
N 5.61570 1.61248 3.84181
H 4.27500 4.60870 4.59160
H 5.03452 4.15389 3.25505
H 6.02522 4.27544 4.71134
H 4.52840 2.17336 5.53388
H 2.90640 1.18782 3.70942
H 2.97514 2.67959 2.88555
H 1.04870 0.75653 5.12036
H 0.49765 2.01711 3.95901
H 0.31496 2.28809 5.71248
H 6.40036 2.16126 3.52050
H 6.06328 1.06529 4.56317
C -4.68920 3.77301 -0.92406
C -4.36239 2.52950 -1.79069
C -3.26019 2.84612 -2.80734
O -2.60429 1.66993 -3.30887
C -1.57202 2.01046 -4.15167
N -3.82989 1.54109 -0.92908
H -5.49056 3.57768 -0.21147
H -4.99579 4.64312 -1.50458
H -3.83910 4.18761 -0.38229
H -5.14931 2.19993 -2.46912
H -2.58568 3.48010 -2.23184
H -3.68645 3.48946 -3.57710
H -1.91472 2.78261 -4.84047
H -1.16649 1.11342 -4.61961
H -0.71127 2.34561 -3.57299
H -4.48969 1.57103 -0.16496
H -3.02310 1.75588 -0.36070
C -6.72652 -2.15879 -2.18879
C -5.55324 -1.36812 -1.55841
C -4.59611 -2.23787 -0.70085
O -3.35146 -1.52054 -0.54513
C -2.35948 -2.17310 0.35428
N -4.90698 -0.68527 -2.64640
H -7.40256 -1.73960 -2.93401
H -7.37514 -2.45511 -1.36442
H -6.35126 -3.06216 -2.66964
H -5.85935 -0.68925 -0.76246
H -4.15997 -3.09305 -1.21713
H -5.07565 -2.56262 0.22255
H -2.74495 -3.04075 0.88970
H -1.87381 -1.56008 1.11351
H -1.60221 -2.56972 -0.32199
H -4.65683 -1.28363 -3.42068
H -5.53324 -0.01558 -3.06997
```

(3)
This record from OMol25 describes a molecular structure, C40H32N11O3Sr. The level of theory is wB97M-V/def2-TZVPD.

The energy is -2402.3478 hartree. As for the total charge: -1. The gap between HOMO and LUMO is 6.492 eV. As for the strongest force on any atom: 3.868 eV/Å. The value obtained for the energy above the lowest of the compared OMol25 structures with the same formula, charge and spin is 101.5 kJ/mol. Its HOMO energy is -3.9990 eV.

```
87
C40H32N11O3Sr wB97M-V/def2-TZVPD
Sr -0.01080 1.49960 1.03310
C 0.52850 2.28560 -3.86950
C 1.11390 1.05490 -4.48450
C 1.68140 1.09110 -5.75040
C 2.21050 -0.05040 -6.32130
C 2.18830 -1.24510 -5.62820
C 1.62350 -1.31990 -4.36210
C 1.57530 -2.63530 -3.64560
C 1.09050 -0.16260 -3.79790
N 0.49740 -0.19500 -2.49210
C -0.85730 -0.19810 -2.50520
O -1.44930 -0.48280 -3.54420
C -1.69760 0.22610 -1.33260
C -2.85060 0.92740 -1.67590
C -3.71290 1.34150 -0.67470
C -3.42210 0.98410 0.62490
C -2.24360 0.28970 0.88080
N -1.39250 -0.06480 -0.07290
C -1.96080 -0.09230 2.30640
O -2.93760 -0.39250 3.00650
N -0.69380 0.01490 2.65850
C -0.31940 -0.39190 3.93290
C -0.62050 -1.67280 4.43500
C -1.36070 -2.68400 3.61700
C -0.22510 -2.01710 5.71810
C 0.47960 -1.13890 6.51760
C 0.80470 0.10700 6.01440
C 0.42730 0.48760 4.73810
C 0.80730 1.84960 4.24540
H 0.72050 3.16040 -4.48730
H 0.94330 2.45750 -2.87640
H -0.54870 2.16790 -3.75560
H 1.69330 2.01950 -6.30180
H 2.63190 -0.01010 -7.31450
H 2.59700 -2.14140 -6.07500
H 0.54220 -2.95750 -3.51650
H 2.02870 -2.56320 -2.66050
H 2.10360 -3.39480 -4.21950
H -3.04730 1.14110 -2.71550
H -4.59530 1.92180 -0.91130
H -4.06550 1.23160 1.45590
H -1.02120 -2.66510 2.58170
H -2.42530 -2.44620 3.61100
H -1.21950 -3.68250 4.03200
H -0.47830 -2.99850 6.09940
H 0.76810 -1.42230 7.52090
H 1.34210 0.80900 6.63970
H 1.43680 2.35520 4.97670
H -0.08200 2.45550 4.07590
H 1.36250 1.76810 3.30490
N 3.22810 5.17210 1.18650
C 2.28160 4.26350 1.57020
N 1.95750 3.22040 0.90870
C 2.60700 2.95330 -0.31010
N 2.36690 1.88180 -0.99760
N 1.45300 1.02560 -0.59840
C 1.46630 -0.16800 -1.39100
C 1.35660 -1.34440 -0.44640
C 0.33330 -2.28660 -0.47910
C 0.33000 -3.29310 0.46980
C 1.34480 -3.33360 1.41280
C 2.32930 -2.36320 1.34600
N 2.33850 -1.39700 0.44650
C 3.61000 3.88780 -0.79450
C 4.29360 3.70120 -1.99200
C 5.26960 4.59870 -2.39310
C 5.57160 5.69890 -1.61480
C 4.89010 5.91230 -0.42050
C 3.92190 5.01400 -0.01650
H 3.36270 6.01740 1.71730
H 1.80920 4.45890 2.52800
H 2.44920 -0.22630 -1.88880
H -0.43980 -2.24410 -1.22850
H -0.45560 -4.03480 0.48770
H 1.36510 -4.09330 2.17860
H 3.15680 -2.35800 2.04490
H 4.03990 2.84240 -2.58980
H 5.80350 4.43340 -3.31790
H 6.32750 6.40190 -1.93090
H 5.11950 6.76990 0.19760
O -0.95190 2.91520 -0.36150
N -0.77510 4.15300 -0.63650
C -0.70320 5.02860 0.34310
C -0.49160 6.38930 0.05890
N -0.31630 7.51610 -0.09070
C -0.83640 4.70190 1.71120
N -0.97980 4.38740 2.81040
```

(4)
This record from OMol25 describes 9 unconnected molecules or ions with the total composition C22H54Cl6N2O6. The level of theory is wB97M-V/def2-TZVPD.

The energy is -4192.8073 hartree. The gap between HOMO and LUMO is 10.143 eV. As for the strongest force on any atom: 1.134 eV/Å. The value obtained for the energy above the lowest of the compared OMol25 structures with the same formula, charge and spin is 0.0 kJ/mol. Its HOMO energy is -9.8122 eV. Its structure (SMILES) is CC(N)=O.CC(N)=O.CC(C)O.CC(C)O.CC(C)O.CC(C)O.ClCCCl.ClCCCl.ClCCCl.

```
90
C22H54Cl6N2O6 wB97M-V/def2-TZVPD
Cl 1.53940 5.02326 -4.23126
C 1.99776 3.47109 -3.48755
C 2.52468 3.69819 -2.09460
Cl 3.04762 2.12484 -1.44351
H 2.75055 2.99362 -4.10960
H 1.11727 2.83238 -3.46693
H 1.75849 4.08098 -1.42883
H 3.38480 4.36045 -2.12835
Cl 6.03673 -3.50173 3.10427
C 5.20442 -3.01262 1.61302
C 6.16410 -2.23987 0.74008
Cl 5.28332 -1.60448 -0.66889
H 4.34465 -2.39800 1.87068
H 4.86114 -3.91514 1.11593
H 6.96284 -2.89042 0.39148
H 6.60562 -1.41814 1.29745
Cl -4.19843 1.01241 3.29074
C -3.82194 0.69617 1.58192
C -3.76800 -0.78292 1.27777
Cl -5.42343 -1.40551 0.86861
H -2.85305 1.15692 1.39325
H -4.53861 1.19947 0.93793
H -3.42788 -1.35148 2.13291
H -3.16653 -0.95629 0.39449
C -3.06457 -1.56887 -2.38600
C -3.72071 -1.81106 -3.72040
C -4.30430 -0.54048 -4.31298
O -2.72479 -2.35818 -4.58733
H -2.75414 -2.47053 -1.86058
H -3.72014 -0.98750 -1.73294
H -2.15159 -0.97334 -2.52208
H -4.52713 -2.54770 -3.59368
H -3.50888 0.20525 -4.39110
H -5.04881 -0.10328 -3.63977
H -4.78864 -0.76412 -5.26112
H -3.12530 -2.58488 -5.43157
C -0.05338 2.11501 1.93042
C -1.01035 3.30088 1.98671
C -0.27545 4.63485 1.91871
O -1.95547 3.23036 0.91473
H 0.52324 2.02997 2.85694
H 0.66042 2.22434 1.10644
H -0.59354 1.17741 1.79081
H -1.60785 3.23698 2.89751
H 0.26266 4.86318 2.84222
H -1.00550 5.42897 1.76605
H 0.44225 4.61898 1.09554
H -1.47696 3.05485 0.09106
C 4.05248 0.08072 3.59881
C 4.80990 0.67421 2.42856
C 4.49265 2.13443 2.19219
O 6.22278 0.52999 2.73243
H 3.03351 -0.19691 3.33197
H 4.00811 0.78390 4.43317
H 4.59231 -0.80092 3.95110
H 4.61289 0.09244 1.51991
H 4.80752 2.74920 3.03505
H 3.41155 2.23272 2.04090
H 4.95601 2.55131 1.29363
H 6.71116 0.96992 2.02845
C -2.84668 -5.49517 0.67086
C -1.69633 -4.76491 1.34316
C -2.00724 -4.43335 2.78292
O -0.47107 -5.51000 1.22689
H -3.60664 -4.78336 0.33513
H -3.36385 -6.18348 1.34777
H -2.48880 -6.07434 -0.17872
H -1.49884 -3.83308 0.80833
H -1.90468 -5.32934 3.40811
H -2.99718 -3.99444 2.87783
H -1.25348 -3.75286 3.19146
H -0.41165 -6.12134 1.96685
O -1.22331 2.46093 -1.75345
C -2.09168 2.61432 -2.60719
N -3.26149 1.94771 -2.53499
C -1.91603 3.53309 -3.78143
H -3.37354 1.28469 -1.78494
H -4.00072 2.10328 -3.19449
H -2.71444 3.43120 -4.51136
H -0.97632 3.26859 -4.26888
H -1.78660 4.55737 -3.43940
O -0.85531 -1.14070 0.45498
C 0.22721 -0.78067 -0.01096
N 0.31784 0.12970 -1.00121
C 1.51083 -1.43053 0.44190
H -0.55631 0.49310 -1.34873
H 1.18176 0.17441 -1.50866
H 1.25062 -2.37649 0.90814
H 1.99371 -0.81492 1.21046
H 2.25279 -1.56468 -0.34520
```